No. 1
Density functional theory data (wB97M-V/def2-TZVPD) for 11 unconnected molecules or ions with the total composition C6H34O11 at a distorted geometry.

The geometry in ORCA input format:
```
! RIJCOSX wB97M-V def2-TZVPD def2/J DEFGRID3
* xyz 0 1
O 3.133 1.654 0.649
O 3.572 3.217 -1.751
O -1.698 -0.895 1.775
O -2.550 2.223 -0.969
O 1.318 0.354 -0.586
O 2.103 1.430 -2.901
O 0.671 -2.461 0.376
O -3.439 -0.522 -0.499
O 3.390 -0.557 2.273
O -3.214 -3.124 1.447
O -0.713 1.784 0.772
C -1.865 2.101 -2.173
C -2.296 -4.218 1.257
C 2.888 0.251 -3.232
C -4.425 -1.543 -0.602
C 2.067 -0.968 2.720
C -0.153 2.675 1.690
H 2.291 -0.667 -3.143
H 3.757 0.113 -2.607
H 1.621 1.194 -2.076
H 2.001 -0.867 3.845
H -1.374 1.086 -2.238
H -2.479 2.267 -3.061
H 0.531 0.731 -0.111
H 0.529 -2.719 -0.522
H -4.765 -2.000 0.327
H -4.047 -2.309 -1.231
H -3.199 1.524 -0.921
H 3.183 2.617 -2.468
H 3.252 0.421 -4.255
H -1.288 0.041 1.619
H 0.626 3.337 1.295
H -2.692 -4.712 0.369
H -2.713 -0.861 0.090
H -1.320 -3.744 1.171
H 3.801 1.278 1.244
H 0.902 -1.504 0.306
H -1.302 2.225 0.120
H -2.302 -4.963 2.083
H 2.114 0.813 -0.235
H -1.197 2.888 -2.206
H 3.961 -1.321 2.168
H 3.489 2.434 0.185
H -2.918 -2.690 2.244
H -0.976 -1.550 1.588
H 0.291 2.106 2.493
H 1.301 -0.347 2.247
H 4.418 3.573 -2.027
H -5.211 -1.022 -1.153
H 1.855 -2.000 2.422
H -0.930 3.227 2.192
*
```

F_max, eV/A: 2.47
Energy above the lowest of the compared OMol25 structures with the same formula, charge and spin, kJ/mol: 378.7
SMILES string: CO.CO.CO.CO.CO.CO.O.O.O.O.O
E_HOMO, eV: -9.83
E, eV: -29294.461
E_LUMO, eV: 0.476

Here are the Mulliken charges for atoms 1 to 4, given in e: -0.53 -0.68 -0.66 -0.66

---

No. 2
Density functional theory data (wB97M-V/def2-TZVPD) for 10 unconnected molecules or ions with the total composition C14H48O10 at a distorted geometry.

The geometry in ORCA input format:
```
! RIJCOSX wB97M-V def2-TZVPD def2/J DEFGRID3
* xyz 0 1
O 2.639 -2.217 -2.260
O -4.614 1.305 -2.714
O -3.560 1.674 4.343
O 4.017 2.310 1.699
O 1.900 -0.516 3.839
O 0.312 -3.406 -1.090
O 1.945 0.606 1.058
O -0.746 5.286 -0.731
O -0.551 -1.581 -2.718
O 1.332 -2.130 1.159
C -1.137 4.167 0.011
C 3.120 -1.200 3.612
C 1.739 0.584 -0.321
C -1.835 -1.008 -4.636
C 4.888 -1.602 -1.875
C 4.045 -0.810 4.705
C -4.085 -0.207 -0.997
C -2.333 3.561 -0.577
C 0.204 0.470 -0.483
C -1.432 -2.098 -3.630
C -3.539 0.758 3.195
C 3.922 -2.813 -1.889
C -2.247 0.648 2.364
C -4.897 -0.034 -2.239
H -2.078 3.251 -1.590
H -0.380 1.127 0.162
H 0.003 -4.166 -0.597
H 1.858 0.180 3.180
H -4.232 0.566 -0.243
H -1.347 6.009 -0.538
H 5.849 -1.930 -1.476
H -0.260 3.522 -0.039
H -3.824 -0.210 3.608
H -0.163 -2.300 -2.214
H 3.496 -0.940 2.622
H 2.916 -2.271 3.632
H -3.127 1.271 5.099
H -1.199 4.359 1.082
H 4.790 2.561 2.205
H 4.154 -3.593 -2.614
H 4.924 -1.455 4.684
H -0.146 0.601 -1.507
H -2.566 2.587 -0.147
H 1.397 -2.372 2.083
H 4.361 0.222 4.557
H -1.651 -0.040 -4.170
H 1.446 -1.180 1.151
H -2.842 -1.112 -5.041
H 1.992 1.542 -0.777
H 3.813 -3.182 -0.869
H -5.080 1.946 -2.173
H -5.948 -0.128 -1.966
H -0.929 -2.956 -4.076
H 2.479 -0.118 -0.705
H -4.524 -1.012 -0.407
H 5.227 -1.243 -2.847
H -2.315 -2.506 -3.137
H -0.173 -0.499 -0.155
H 2.828 0.930 1.251
H -1.963 1.660 2.074
H 3.615 -0.878 5.704
H -3.260 4.133 -0.538
H -1.175 -0.915 -5.499
H -4.355 0.910 2.490
H -3.016 -0.392 -1.105
H -2.386 -0.022 1.516
H -4.629 -0.775 -2.993
H -1.404 0.312 2.969
H 0.642 -2.806 -0.421
H 1.927 -2.832 -2.070
H 4.499 -0.738 -1.339
H 3.673 3.137 1.361
*
```

F_max, eV/A: 2.66
Energy above the lowest of the compared OMol25 structures with the same formula, charge and spin, kJ/mol: 209.8
SMILES string: CCO.CCO.CCO.CCO.CCO.CCO.CCO.O.O.O
E_HOMO, eV: -9.20
E, eV: -35768.793
E_LUMO, eV: 0.123

Here are the Mulliken charges for atoms 1 to 4, given in e: -0.43 -0.52 -0.56 -0.55

---

No. 3
Density functional theory data (wB97M-V/def2-TZVPD) for a molecular structure, C42H64InO68S15 at a distorted geometry.

The geometry in ORCA input format:
```
! RIJCOSX wB97M-V def2-TZVPD def2/J DEFGRID3
* xyz -1 1
In 3.171 -2.827 4.063
S -6.450 1.254 -3.686
S 5.808 4.960 0.214
S -0.770 -1.871 6.057
S 0.427 -6.223 5.402
S 0.611 4.406 -4.676
S 2.048 -5.978 0.950
S 4.642 2.081 -3.121
S 3.144 0.960 6.157
S -5.509 2.884 0.757
S -1.979 5.875 2.172
S -2.439 -6.304 -2.296
S 1.843 6.990 -1.278
S 2.025 -2.549 -3.908
S -6.550 -2.160 2.425
S -2.618 -3.163 -7.525
O 6.812 4.318 -0.639
O -0.189 -1.393 7.331
O 1.409 -5.310 4.916
O 2.512 7.413 -2.504
O -6.202 0.011 -4.734
O 6.430 5.389 1.659
O 2.440 -5.330 2.159
O -2.367 -2.507 6.225
O 0.073 2.831 -4.738
O 0.623 -2.777 2.112
O 6.064 2.453 -3.148
O 2.487 -2.204 -2.525
O -1.874 -0.689 -1.037
O 4.317 0.881 -2.088
O 0.093 -2.664 5.206
O 5.223 -2.663 1.465
O 3.373 -6.809 0.399
O 0.480 -1.990 -4.019
O -1.426 5.028 0.867
O -0.887 -5.314 5.807
O -4.890 1.109 -3.159
O -6.867 2.449 -4.378
O 4.706 3.818 0.823
O -2.865 6.962 1.739
O -1.863 -4.633 -7.532
O -2.485 4.993 3.234
O 3.712 3.041 -2.107
O -1.308 -5.092 -2.638
O -7.271 0.842 -2.570
O 0.332 6.281 -1.609
O 7.933 1.948 0.796
O 2.977 -0.432 5.787
O 1.933 -0.292 2.757
O 4.121 1.310 7.169
O 2.020 -3.929 -4.266
O -0.503 6.395 2.606
O -1.792 -2.956 -6.032
O -2.191 -7.587 -3.030
O 2.559 -1.543 -5.040
O -1.406 -0.536 5.304
O -5.139 4.106 1.539
O 5.446 -0.664 3.618
O -7.184 -3.503 2.489
O 2.615 6.171 -0.377
O -4.606 2.707 -0.597
O -4.022 -3.199 -7.233
O 1.661 1.646 6.456
O 1.203 8.363 -0.570
O -0.424 -6.983 4.168
O -0.383 1.871 -0.484
O 1.582 4.712 -3.569
O 7.110 0.402 -1.465
O -6.609 -1.298 3.623
O -1.906 -6.260 -0.685
O -3.746 -5.605 -2.409
O -4.820 1.669 1.598
O 3.830 1.935 -4.330
O 3.322 1.984 4.795
O 2.251 -4.876 -0.288
O -7.462 -1.466 1.191
O 0.799 -6.746 0.745
O 0.774 -7.237 6.434
O -6.967 2.618 0.527
O 0.888 4.995 -5.998
O -5.104 -2.076 1.557
O -2.195 -2.208 -8.518
O -0.956 4.828 -4.172
O 5.115 6.058 -0.377
C 1.065 2.258 5.310
C 0.390 -1.693 1.462
C 1.025 -0.369 1.816
C -5.283 -0.956 -4.409
C 6.879 0.050 -0.277
C -0.080 0.735 0.007
C -2.048 -6.080 5.665
C -4.338 -0.173 -3.396
C 7.286 0.948 1.017
C 3.119 1.012 -1.338
C 2.520 2.357 -1.719
C -3.642 1.267 0.935
C -0.600 7.306 -1.852
C 0.919 0.709 1.029
C -1.639 -4.108 -5.262
C -1.419 -5.025 -0.311
C -5.467 -1.984 0.192
C 6.662 0.628 2.349
C 3.477 -4.946 -0.942
C -3.215 -1.958 5.299
C -0.167 8.355 -0.795
C -0.475 -1.805 0.467
C 1.890 -0.308 -5.020
C -3.396 2.120 -0.233
C -1.468 3.915 -3.176
C 5.986 -0.523 2.455
C 2.352 2.865 4.650
C -0.970 2.567 -3.756
C 0.592 5.802 1.896
C -0.583 -4.627 -1.523
C 4.403 -5.922 -0.022
C -6.630 -1.045 0.101
C -2.426 -1.019 4.428
C -0.078 4.647 1.054
C 6.204 -1.208 0.025
C 5.759 -1.488 1.320
C -0.905 -0.627 -0.282
C -1.767 -6.889 4.437
C -1.735 -5.222 -6.257
C 4.579 4.038 2.233
C 5.959 4.533 2.695
C 0.377 -0.710 -4.564
H 5.849 5.009 3.669
H 5.002 -5.384 0.713
H 2.315 0.168 -4.137
H 2.542 0.101 -1.491
H -0.452 9.378 -1.043
H -2.205 -4.364 0.055
H -1.086 4.044 -2.163
H 3.329 1.024 -0.268
H -5.634 -3.038 -0.034
H -3.679 0.236 0.582
H -2.672 2.829 0.166
H -2.312 -6.446 3.604
H -0.196 -0.904 -5.471
H 2.622 3.742 5.239
H -2.554 3.828 -3.205
H 0.590 1.521 4.662
H -4.193 -0.608 -2.407
H -7.052 -1.044 -0.904
H -0.926 -2.762 0.245
H 1.524 1.545 1.347
H -2.849 -5.341 5.650
H -4.016 -1.394 5.776
H -0.328 -3.568 -1.564
H 3.860 -3.952 -1.173
H -0.874 -5.889 -6.292
H 0.447 4.412 0.128
H -2.752 1.265 1.564
H 5.187 -6.411 -0.601
H -3.061 1.635 -1.150
H -0.768 -5.123 0.558
H -2.220 -7.877 4.519
H 1.307 5.553 2.680
H -1.632 7.006 -1.671
H 6.787 1.353 3.139
H 0.382 3.050 5.618
H 2.292 3.169 3.605
H 6.092 -2.008 -0.691
H 1.675 2.366 -2.407
H 2.316 2.944 -0.822
H -5.846 -1.807 -4.025
H -2.105 -1.355 3.442
H -1.834 2.134 -4.260
H 4.370 3.042 2.624
H 1.973 0.331 -5.900
H 1.034 6.593 1.291
H -2.479 -4.056 -4.570
H -0.595 7.653 -2.886
H -2.176 -6.632 6.596
H 3.768 4.732 2.458
H 0.316 -5.229 -1.394
H -3.607 -2.804 4.734
H -3.113 -0.178 4.342
H -0.663 8.104 0.142
H -0.084 -0.072 -3.811
H 6.673 3.710 2.731
H -4.657 -1.566 -0.404
H -2.593 -5.865 -6.064
H -4.711 -1.312 -5.267
H 3.142 -5.319 -1.910
H -3.332 -0.077 -3.806
H -0.726 -4.209 -4.674
H -0.646 1.901 -2.957
H -0.226 3.697 1.567
H -6.370 -0.010 0.324
*
```

F_max, eV/A: 6.17
E_HOMO, eV: -5.91
E, eV: -351496.361
E_LUMO, eV: -3.547

Here are the Mulliken charges for atoms 1 to 4, given in e: 1.09 1.07 1.23 0.88

---

- Which of these has the highest E_HOMO?
  C42H64InO68S15

---

- Which value of E_HOMO does entry 2 give?
  -9.20 eV

---

- What is the F_max in the first record?
  2.47 eV/A